{"formula": "H80O40", "method": "ωB97M-V with the def2-TZVPD basis set", "relative_energy_kcal_mol": 239.2, "homo_lumo_gap_ev": 9.56, "lumo_ha": -0.0323, "species": ["H", "H", "O", "H", "H", "O", "H", "H", "O", "H", "H", "O", "H", "H", "O", "H", "O", "H", "O", "H", "H", "O", "H", "H", "O", "H", "H", "O", "H", "H", "O", "H", "O", "H", "H", "O", "H", "H", "O", "H", "H", "O", "H", "H", "O", "H", "H", "O", "H", "H", "O", "H", "O", "H", "H", "O", "H", "O", "H", "H", "O", "H", "H", "O", "H", "H", "O", "H", "H", "O", "H", "H", "O", "H", "H", "O", "H", "H", "O", "H", "H", "O", "H", "H", "O", "H", "H", "O", "H", "O", "H", "H", "O", "H", "H", "H", "H", "H", "H", "O", "H", "H", "O", "H", "H", "O", "H", "H", "O", "H", "H", "O", "H", "H", "O", "H", "H", "O", "H", "H"], "coordinates": [[2.450, -4.616, -1.950], [1.750, -5.058, -0.595], [2.541, -4.679, -0.983], [-3.792, -3.679, -0.337], [-4.908, -4.168, 0.768], [-3.997, -4.104, 0.494], [2.130, 2.817, -4.000], [1.786, 3.364, -5.505], [2.010, 3.585, -4.584], [2.169, 0.272, 0.452], [1.671, 0.703, -0.977], [1.909, 1.026, -0.117], [-0.213, -5.598, -2.052], [-0.682, -6.543, -0.844], [-0.024, -6.302, -1.476], [2.777, 0.726, 5.499], [2.119, 1.160, 6.036], [1.439, -3.395, -3.232], [0.698, -3.883, -2.802], [6.056, -2.507, 1.372], [4.530, -2.381, 0.830], [5.353, -2.814, 0.767], [-2.273, 3.664, 4.336], [-1.038, 3.534, 5.040], [-1.344, 3.431, 4.127], [2.604, -3.470, 2.963], [3.059, -4.081, 4.353], [2.521, -4.224, 3.582], [-5.320, 2.219, -2.813], [-5.243, 2.794, -1.529], [-5.928, 2.283, -1.986], [-0.778, -4.401, 3.121], [-0.140, -3.722, 3.315], [-2.552, 1.070, 5.637], [-3.350, -0.310, 5.871], [-3.267, 0.489, 5.341], [-4.560, -0.343, 3.663], [-5.271, -0.783, 2.537], [-5.506, -0.242, 3.344], [-1.680, -1.628, -5.489], [-0.917, -3.027, -5.874], [-0.893, -2.077, -5.805], [-4.053, -1.679, -1.003], [-5.544, -1.804, -1.566], [-4.823, -2.212, -1.082], [-3.523, -2.039, -3.550], [-4.000, -0.887, -4.286], [-3.434, -1.614, -4.450], [2.448, -2.371, 0.557], [1.366, -1.324, 1.148], [2.181, -1.846, 1.291], [4.025, -2.778, -1.052], [3.847, -2.664, -1.984], [-2.921, 0.534, -2.999], [-3.462, 1.410, -3.950], [-3.793, 0.704, -3.339], [-0.320, -2.365, 0.744], [0.034, -1.889, 0.011], [5.414, -0.558, -0.070], [5.749, 0.271, 1.210], [5.790, 0.250, 0.249], [-2.006, -1.670, -2.598], [-1.617, -3.051, -2.270], [-2.379, -2.500, -2.179], [0.392, 2.289, -2.620], [0.018, 3.433, -3.520], [-0.241, 2.524, -3.307], [-3.430, -2.020, 2.687], [-3.439, -2.631, 1.091], [-3.480, -1.869, 1.741], [-0.085, 3.201, 2.080], [-0.325, 2.650, 0.721], [-0.448, 3.477, 1.244], [3.464, -0.338, 3.502], [2.818, -1.787, 3.124], [3.237, -1.219, 3.770], [-0.505, 4.660, -2.299], [-0.077, 5.769, -1.545], [-0.845, 5.543, -2.099], [2.923, 2.903, 2.861], [2.626, 4.429, 2.492], [3.037, 3.804, 3.143], [-3.456, 4.923, -0.081], [-2.476, 5.195, -1.026], [-3.466, 5.186, -1.024], [-5.039, 1.263, 2.483], [-5.535, 2.649, 2.905], [-4.759, 2.194, 2.630], [1.873, 1.261, 2.809], [2.749, 0.984, 2.431], [1.709, 5.403, 1.142], [2.098, 4.721, -0.136], [2.123, 4.585, 0.843], [4.392, -1.916, -2.234], [1.706, 1.708, 5.328], [-0.345, -1.858, -0.869], [0.622, -3.384, -1.991], [0.498, -4.353, 3.695], [2.985, 1.534, 1.687], [-1.288, 0.470, -1.294], [-0.807, 1.100, -1.808], [-1.974, 0.644, -0.621], [0.315, 1.375, -6.503], [0.372, 2.148, -5.920], [-0.640, 1.188, -6.296], [2.510, -0.374, -4.886], [1.967, -0.035, -5.587], [2.664, -1.208, -5.359], [0.224, 0.783, 2.382], [-0.490, 0.676, 3.004], [0.282, 0.122, 1.713], [-1.056, -0.488, 5.691], [-0.791, -0.898, 4.882], [-0.460, -0.800, 6.363], [5.432, 3.698, 0.400], [5.791, 2.887, 0.740], [4.477, 3.801, 0.315], [2.407, 1.339, -2.920], [2.369, 0.377, -3.214], [3.276, 1.699, -2.766]], "mulliken_charge": [0.316, 0.275, -0.538, 0.335, 0.302, -0.693, 0.447, 0.251, -0.607, 0.100, 0.004, -0.061, 0.318, 0.303, -0.608, 0.316, -0.625, 0.224, -0.636, 0.323, 0.062, -0.619, 0.260, 0.287, -0.510, 0.267, 0.310, -0.647, 0.280, 0.323, -0.617, 0.262, -0.525, 0.267, 0.298, -0.603, 0.310, 0.418, -0.697, 0.334, 0.258, -0.586, 0.226, 0.281, -0.589, 0.305, 0.371, -0.621, 0.048, -0.236, 0.681, 0.277, -0.595, 0.276, 0.316, -0.607, 0.150, 0.015, 0.267, 0.315, -0.555, 0.345, 0.071, -0.364, 0.118, 0.241, -0.446, 0.288, 0.393, -0.643, 0.231, 0.235, -0.523, 0.345, 0.045, -0.733, 0.284, 0.344, -0.664, 0.329, 0.449, -0.656, 0.349, 0.309, -0.616, 0.358, 0.270, -0.591, 0.228, -0.671, 0.270, 0.214, -0.618, 0.286, 0.321, -0.261, 0.392, 0.286, 0.195, -0.056, -0.007, 0.182, -0.620, 0.247, 0.338, -0.535, 0.282, 0.256, 0.247, -0.008, 0.047, -0.509, 0.269, 0.253, -0.613, 0.302, 0.301, -0.565, 0.309, 0.267]}


{"formula": "C6H16N2", "method": "ωB97M-V with the def2-TZVPD basis set", "charge": -1, "relative_energy_kcal_mol": 50.5, "s_squared": 0.750, "spin_multiplicity": 2, "homo_lumo_gap_ev": [2.36, 9.34], "lumo_ha": [0.1404, 0.1480], "species": ["C", "N", "C", "C", "C", "C", "C", "N", "H", "H", "H", "H", "H", "H", "H", "H", "H", "H", "H", "H", "H", "H", "H", "H"], "coordinates": [[0.263, -0.558, 0.522], [-0.742, -1.435, 1.180], [-0.763, -2.758, 0.429], [-0.382, -1.665, 2.582], [-0.667, 0.422, -0.261], [0.068, 1.167, -1.368], [1.133, 2.240, -1.181], [1.008, 3.492, -1.931], [1.007, -1.049, -0.105], [0.830, 0.077, 1.170], [-1.743, -2.861, -0.030], [-0.699, -3.608, 1.089], [0.084, -2.866, -0.301], [-0.648, -2.642, 2.997], [0.728, -1.712, 2.888], [-0.933, -0.924, 3.167], [-1.475, -0.106, -0.755], [-1.367, 0.860, 0.477], [0.386, 0.435, -2.169], [-0.791, 1.641, -1.891], [1.371, 2.545, -0.179], [2.011, 1.773, -1.696], [0.181, 4.036, -1.704], [1.140, 3.497, -2.927]], "lowdin_spin": [0.055, 0.006, 0.199, 0.088, 0.062, 0.103, 0.068, 0.021, 0.033, 0.009, 0.041, 0.036, 0.054, 0.020, 0.020, 0.013, 0.027, 0.012, 0.052, 0.021, 0.008, 0.022, 0.012, 0.017]}


{"formula": "C19H27N3O2", "method": "ωB97M-V with the def2-TZVPD basis set", "relative_energy_kcal_mol": 44.6, "smiles": "CCCCN(CC)Cc1ccc(CNC(=O)Nc2ccccc2)o1", "homo_lumo_gap_ev": 8.75, "lumo_ha": 0.0223, "species": ["C", "C", "C", "C", "N", "C", "C", "C", "C", "C", "C", "C", "C", "N", "C", "O", "N", "C", "C", "C", "C", "C", "C", "O", "H", "H", "H", "H", "H", "H", "H", "H", "H", "H", "H", "H", "H", "H", "H", "H", "H", "H", "H", "H", "H", "H", "H", "H", "H", "H", "H"], "coordinates": [[-1.350, 3.819, 0.564], [-1.201, 4.379, -0.846], [-0.170, 3.614, -1.679], [1.269, 4.018, -1.320], [2.342, 3.185, -1.835], [2.276, 2.882, -3.252], [2.398, 4.143, -4.101], [2.676, 2.046, -0.998], [1.599, 1.017, -0.828], [1.109, 0.053, -1.662], [0.037, -0.565, -0.974], [-0.055, 0.064, 0.233], [-0.950, -0.171, 1.405], [-0.595, -1.379, 2.128], [-1.285, -2.544, 1.902], [-2.320, -2.572, 1.274], [-0.694, -3.629, 2.505], [-1.149, -4.949, 2.564], [-2.312, -5.379, 1.932], [-2.697, -6.704, 2.031], [-1.940, -7.612, 2.751], [-0.782, -7.185, 3.380], [-0.388, -5.865, 3.289], [0.899, 1.020, 0.329], [-1.692, 2.786, 0.523], [-2.076, 4.399, 1.128], [-0.404, 3.844, 1.099], [-0.914, 5.432, -0.797], [-2.171, 4.324, -1.346], [-0.312, 2.544, -1.524], [-0.346, 3.820, -2.737], [1.378, 4.034, -0.234], [1.444, 5.038, -1.679], [3.125, 2.230, -3.477], [1.358, 2.337, -3.528], [2.527, 3.870, -5.146], [3.260, 4.721, -3.780], [1.511, 4.765, -4.019], [3.564, 1.572, -1.428], [2.935, 2.429, -0.007], [1.466, -0.188, -2.642], [-0.587, -1.362, -1.322], [-1.982, -0.314, 1.073], [-0.890, 0.683, 2.085], [0.349, -1.423, 2.478], [0.156, -3.461, 3.025], [-2.902, -4.674, 1.372], [-3.601, -7.028, 1.537], [-2.248, -8.644, 2.823], [-0.182, -7.883, 3.946], [0.517, -5.536, 3.783]], "mulliken_charge": [-0.938, -0.829, 0.276, -1.205, 0.306, -0.308, -1.460, -1.817, 0.892, -0.670, -0.457, 0.474, -1.080, -0.198, 0.643, -0.665, -0.097, 0.650, -0.401, -0.588, -0.507, -0.510, -0.547, -0.286, 0.090, 0.447, 0.293, 0.328, 0.346, -0.039, 0.376, 0.332, 0.371, 0.504, 0.245, 0.449, 0.337, 0.269, 0.482, 0.410, 0.535, 0.645, 0.411, 0.202, 0.241, 0.173, 0.491, 0.359, 0.376, 0.362, 0.288]}


{"formula": "C4H8ErO3", "method": "ωB97M-V with the def2-TZVPD basis set", "charge": 2, "s_squared": 6.009, "spin_multiplicity": 5, "homo_lumo_gap_ev": [6.84, 6.92], "lumo_ha": [-0.3929, -0.3889], "species": ["C", "C", "O", "H", "H", "H", "H", "H", "O", "Er", "O", "C", "C", "H", "H", "H"], "coordinates": [[-3.556, -0.059, 0.098], [-2.893, 0.555, -1.115], [-1.770, 1.292, -0.652], [-4.598, -0.326, -0.123], [-3.004, -0.956, 0.415], [-3.514, 0.650, 0.935], [-3.571, 1.235, -1.654], [-2.571, -0.223, -1.824], [1.745, -0.806, -0.206], [0.768, 1.150, -1.106], [-0.974, 0.456, 0.228], [1.237, -1.605, 0.639], [1.360, -3.018, 0.481], [0.925, -3.698, 1.211], [0.991, -1.227, 1.644], [1.963, -3.415, -0.336]], "lowdin_spin": [0.000, 0.000, 0.009, 0.000, 0.000, 0.000, 0.000, 0.000, 0.194, 2.994, 0.011, 0.220, 0.524, 0.022, 0.005, 0.021]}